Computed, not measured: the ion C8H9N4O2 with charge +1 at a distorted geometry, with ωB97M-V/def2-TZVPD.

Last column: natural (NBO) charge in e.
Cartesian coordinates (Å):
C -1.6791 -2.5395 -0.0569  -0.193
C -0.2702 -2.7195 -0.1724  -0.129
C -2.2490 -1.3134 -0.1044  -0.141
C 0.5132 -1.5777 -0.0525  0.070
C -1.4251 -0.1010 -0.0505  0.035
C -0.0544 -0.2854 -0.0512  0.133
C 1.2168 1.6381 1.1608  -0.429
C 1.5951 1.3339 -1.1773  -0.408
N 1.9115 -1.4825 0.0832  -0.050
N 2.2976 -0.3629 0.2945  0.078
N -1.9889 1.1996 -0.0023  0.521
N 1.2160 0.6330 0.0935  -0.136
O -1.2872 2.1251 -0.3374  -0.382
O -3.0893 1.2790 0.4650  -0.302
H -2.2225 -3.5154 0.0649  0.268
H 0.0823 -3.7774 -0.1827  0.273
H -3.3198 -0.9466 0.0299  0.291
H 2.2560 2.0249 1.2408  0.250
H 0.7752 2.5881 1.0314  0.270
H 0.9439 1.2020 2.0472  0.232
H 1.7231 0.5726 -1.8676  0.228
H 0.6829 1.9332 -1.4625  0.265
H 2.3721 2.0921 -0.9932  0.256

Its net charge is +1. For the HOMO-LUMO gap, the calculation gives 0.3477 hartree. The value obtained for the relative energy (zero: lowest compared OMol25 entry of this formula, charge and spin) is 113.65 kcal/mol. Its spin multiplicity is 1. Its SMILES is C[N+]1(C)N=Nc2cccc([N+](=O)[O-])c21. The HOMO energy is -14.57 eV.

=====

Computed, not measured: a structure of composition C29H47NW, with ωB97M-V/def2-TZVPD.

Last column: Löwdin charge in e.
Cartesian coordinates (Å):
W 0.3291 -0.1437 0.2051  1.584
C -1.0296 -0.5081 -1.6428  -0.044
C -0.6645 0.8616 -1.7018  -0.150
C 0.7773 0.9302 -1.7960  -0.188
C 1.2442 -0.4425 -1.7662  -0.118
C 0.1314 -1.3436 -1.6831  -0.271
C 0.2410 -2.8453 -1.8859  -0.548
C 0.7231 -3.0499 -3.3327  -0.013
C 1.2661 -3.4384 -0.9136  -0.030
C -1.1059 -3.5450 -1.7212  -0.031
C 1.7440 2.0701 -2.1686  -0.515
C 1.7158 3.3082 -1.2668  -0.030
C 3.1915 1.5533 -2.1704  -0.042
C 1.4038 2.4554 -3.6203  -0.008
C -1.6519 1.9272 -1.2159  -0.503
C -1.1539 2.2741 0.2016  0.004
C -1.7507 3.1753 -2.0922  -0.011
C -3.0661 1.3481 -1.0925  -0.030
H -2.0391 -0.8693 -1.5454  0.112
H 2.2703 -0.7462 -1.8942  0.129
H 1.6932 -2.5819 -3.5045  0.092
H 0.0093 -2.6371 -4.0472  0.103
H 0.8252 -4.1162 -3.5345  0.103
H 2.2591 -3.0052 -1.0529  0.085
H 1.3581 -4.5121 -1.0765  0.106
H 0.9648 -3.2858 0.1278  0.072
H -1.8687 -3.1231 -2.3787  0.099
H -1.4788 -3.5297 -0.6960  0.068
H -0.9951 -4.5948 -1.9934  0.106
H 1.9716 3.0677 -0.2322  0.074
H 0.7694 3.8391 -1.2753  0.062
H 2.4681 4.0111 -1.6242  0.106
H 3.5116 1.1758 -1.1958  0.079
H 3.8552 2.3778 -2.4268  0.105
H 3.3497 0.7744 -2.9161  0.096
H 0.3977 2.8554 -3.7236  0.075
H 1.4933 1.5904 -4.2794  0.104
H 2.1070 3.2136 -3.9660  0.106
H -0.3188 2.9640 0.2311  0.079
H -0.8843 1.3622 0.8414  0.062
H -1.9676 2.6529 0.8238  0.125
H -0.8052 3.6815 -2.2451  0.056
H -2.4381 3.8858 -1.6311  0.107
H -2.1570 2.9125 -3.0697  0.111
H -3.1281 0.5597 -0.3412  0.064
H -3.4237 0.9596 -2.0466  0.112
H -3.7451 2.1439 -0.7874  0.107
C -2.7765 0.5001 4.9808  -0.011
C -2.2271 -0.1370 3.7411  -0.211
C -3.1119 -0.6162 2.7522  0.022
C -2.6669 -1.2861 1.6453  -0.240
C -3.6286 -1.9498 0.7038  -0.018
C -1.2576 -1.4469 1.4685  -0.093
C -0.3611 -0.9136 2.4435  -0.274
C -0.8603 -0.2617 3.5779  0.030
N 0.9233 -0.8322 1.9127  -0.088
C 2.2265 -0.3273 2.4088  -0.583
C 2.3995 0.9562 1.5742  -0.022
C 2.3077 -0.0152 3.8945  -0.018
C 3.2697 -1.3736 2.0302  -0.015
H -3.7887 0.8685 4.8297  0.092
H -2.1461 1.3190 5.3239  0.094
H -2.8101 -0.2429 5.7813  0.110
H -4.1778 -0.5016 2.9110  0.140
H -3.9926 -2.8786 1.1486  0.112
H -3.1669 -2.2077 -0.2462  0.053
H -4.5000 -1.3217 0.5205  0.098
H -0.9037 -2.2770 0.8544  0.101
H -0.1989 0.1504 4.3219  0.107
H 1.8765 1.8037 2.0163  0.105
H 2.0623 0.8830 0.4834  0.040
H 3.4472 1.2157 1.4166  0.124
H 1.6981 0.8400 4.1802  0.082
H 3.3417 0.2290 4.1392  0.108
H 2.0268 -0.8825 4.4923  0.109
H 3.2542 -1.5740 0.9567  0.076
H 3.0782 -2.3102 2.5536  0.105
H 4.2641 -1.0234 2.3062  0.104

Its net charge is +2. For the HOMO-LUMO gap, the calculation gives 0.2828 hartree. The value obtained for the relative energy (zero: lowest compared OMol25 entry of this formula, charge and spin) is 0.00 kcal/mol. Its spin multiplicity is 1. The HOMO energy is -14.97 eV.

=====

Computed, not measured: the molecule C6H9F, with ωB97M-V/def2-TZVPD.

Last column: natural (NBO) charge in e.
Cartesian coordinates (Å):
C 1.0703 0.8233 -0.3931  -0.327
C -0.2798 0.5939 0.3132  -0.234
C 2.1731 0.4534 0.3997  0.272
C 0.3313 -0.4722 -0.4742  0.001
C -1.4321 1.3931 -0.2473  -0.595
C 0.5610 -1.9007 -0.1618  -0.657
F 3.4187 0.4367 -0.1220  -0.330
H 1.1733 1.5154 -1.2146  0.231
H -0.2839 0.5508 1.4036  0.188
H 2.1107 -0.0796 1.3352  0.166
H -1.4230 1.3611 -1.3322  0.216
H -1.3781 2.4286 0.0788  0.208
H -2.3722 0.9725 0.1009  0.215
H -0.2364 -2.4587 -0.6496  0.229
H 0.5197 -2.1371 0.9025  0.195
H 1.5052 -2.2509 -0.5710  0.222

For the HOMO-LUMO gap (spin up / spin down), the calculation gives 0.2868 / 0.3079 hartree. The value obtained for the relative energy (zero: lowest compared OMol25 entry of this formula, charge and spin) is 82.02 kcal/mol. Its spin multiplicity is 1. The HOMO energy (spin up / spin down) is -7.28 / -7.55 eV.

=====

Computed, not measured: a structure of composition C39H38NO4PSSiTi at a distorted geometry, with ωB97M-V/def2-TZVPD.

Last column: Löwdin charge in e.
Cartesian coordinates (Å):
Ti 0.2514 -0.2753 -0.0698  0.977
C -1.5733 -0.9162 1.4349  -0.161
C -1.1573 -0.0293 2.4448  -0.075
C -1.7141 1.2373 2.5301  -0.039
C -2.7116 1.6239 1.6407  -0.031
C -3.1406 0.7536 0.6506  -0.042
C -2.5770 -0.5098 0.5408  -0.085
H -1.2912 -1.9620 1.5117  0.125
H -0.4893 -0.3823 3.2206  0.111
H -1.4154 1.9103 3.3230  0.133
H -3.1570 2.6052 1.7306  0.133
H -3.9302 1.0481 -0.0275  0.132
H -2.9848 -1.2023 -0.1825  0.099
C 1.9759 -1.7762 3.6882  -0.153
Si 2.5294 -0.7113 2.2216  0.537
C 2.3512 1.0761 2.7764  -0.160
C 4.3232 -0.8938 1.6552  -0.146
N 1.4792 -1.3001 0.8353  -0.132
C 1.6212 -2.6552 0.5039  -0.272
C 2.5023 -3.5673 1.0940  -0.029
C 2.5623 -4.8808 0.6676  -0.036
C 1.7410 -5.3280 -0.3537  -0.029
C 0.8321 -4.4587 -0.9396  0.023
C 0.7812 -3.1525 -0.5006  -0.165
O -0.1478 -2.1926 -0.9884  -0.147
C -1.0764 -2.7647 -1.9134  -0.287
C -2.2698 -3.2606 -1.4258  -0.015
C -3.1716 -3.8316 -2.3133  -0.031
C -2.8513 -3.9303 -3.6593  -0.042
C -1.6234 -3.4733 -4.1196  -0.031
C -0.7244 -2.8876 -3.2433  -0.025
H 1.5701 -1.1471 4.4820  0.040
H 2.8233 -2.3128 4.1215  0.049
H 1.2252 -2.5207 3.4179  0.038
H 1.3251 1.4101 2.9256  0.021
H 2.8672 1.1447 3.7373  0.060
H 2.8356 1.7681 2.0882  0.039
H 4.9643 -1.0265 2.5303  0.054
H 4.6591 0.0161 1.1541  0.042
H 4.4968 -1.7359 0.9860  0.021
H 3.1448 -3.2582 1.9051  0.090
H 3.2556 -5.5624 1.1415  0.124
H 1.7855 -6.3541 -0.6897  0.124
H 0.1776 -4.8226 -1.7167  0.129
H -2.4744 -3.2392 -0.3624  0.125
H -4.1114 -4.2169 -1.9421  0.122
H -3.5507 -4.3825 -4.3494  0.120
H -1.3583 -3.5893 -5.1619  0.123
H 0.2473 -2.5503 -3.5757  0.107
O -0.4431 3.3518 0.4326  -0.180
S 0.0792 2.3065 -0.3631  0.623
O 0.9830 1.3237 0.3946  -0.404
O -0.8927 1.3403 -0.9350  -0.385
C 1.1563 2.8808 -1.6215  -0.265
C 1.5469 4.2060 -1.6591  -0.011
C 2.5060 4.5829 -2.5877  -0.018
C 3.0813 3.6280 -3.4136  -0.016
C 2.6915 2.2941 -3.3482  -0.046
C 1.6988 1.9055 -2.4597  -0.288
P 1.0116 0.2082 -2.4231  1.127
C -0.2754 0.3575 -3.7107  -0.321
C 0.0556 0.8453 -4.9741  -0.077
C -0.9322 1.0094 -5.9320  -0.045
C -2.2530 0.7077 -5.6361  -0.041
C -2.5908 0.2316 -4.3771  -0.044
C -1.6068 0.0583 -3.4198  -0.102
C 2.3733 -0.8212 -3.0315  -0.359
C 3.3872 -1.0620 -2.0972  -0.091
C 4.4623 -1.8656 -2.4324  -0.046
C 4.5183 -2.4503 -3.6920  -0.042
C 3.5110 -2.2192 -4.6171  -0.044
C 2.4374 -1.4014 -4.2941  -0.087
H 1.1115 4.9101 -0.9614  0.131
H 2.8164 5.6164 -2.6525  0.127
H 3.8502 3.9197 -4.1167  0.126
H 3.1701 1.5608 -3.9853  0.119
H 1.0789 1.1033 -5.2149  0.106
H -0.6663 1.3807 -6.9127  0.119
H -3.0244 0.8579 -6.3794  0.120
H -3.6204 -0.0025 -4.1404  0.119
H -1.8803 -0.2907 -2.4357  0.085
H 3.3213 -0.5993 -1.1178  0.089
H 5.2550 -2.0435 -1.7173  0.115
H 5.3549 -3.0848 -3.9522  0.120
H 3.5605 -2.6786 -5.5954  0.119
H 1.6608 -1.2038 -5.0241  0.103

Its net charge is +2. For the HOMO-LUMO gap, the calculation gives 0.2655 hartree. The value obtained for the relative energy (zero: lowest compared OMol25 entry of this formula, charge and spin) is 14.72 kcal/mol. Its spin multiplicity is 1. The HOMO energy is -14.06 eV.

=====

Computed, not measured: the molecule C5H12O, with ωB97M-V/def2-TZVPD.

Last column: natural (NBO) charge in e.
Cartesian coordinates (Å):
C 0.5248 -1.3130 -1.5246  -0.609
C 0.9035 -0.6691 -0.1927  -0.396
C -0.2764 -0.1243 0.6218  -0.233
C 0.2128 0.4721 1.9441  -0.605
C -1.1393 0.8552 -0.1786  -0.060
O -0.3320 1.8622 -0.7735  -0.734
H 0.1617 -0.5658 -2.2389  0.200
H -0.2572 -2.0730 -1.4000  0.198
H 1.3925 -1.8048 -1.9774  0.212
H 1.4327 -1.4052 0.4273  0.198
H 1.6067 0.1523 -0.3739  0.211
H -0.9434 -0.9662 0.8636  0.194
H 0.8893 1.3162 1.7706  0.213
H -0.6249 0.8280 2.5555  0.205
H 0.7547 -0.2788 2.5327  0.207
H -1.8801 1.3082 0.5007  0.162
H -1.7025 0.2917 -0.9390  0.164
H -0.7228 2.1142 -1.6178  0.473

For the HOMO-LUMO gap, the calculation gives 0.4096 hartree. The value obtained for the relative energy (zero: lowest compared OMol25 entry of this formula, charge and spin) is 6.52 kcal/mol. Its spin multiplicity is 1. Its SMILES is CC[C@@H](C)CO. The HOMO energy is -10.23 eV.

=====

Computed, not measured: a cluster of 2 separate species, C5H11N2 in total at a distorted geometry, with ωB97M-V/def2-TZVPD.

Last column: natural (NBO) charge in e.
Cartesian coordinates (Å):
C 0.9522 2.5440 0.4897  -0.214
C -1.2467 0.1960 1.7507  -0.454
C 0.0709 1.6529 0.0421  -0.386
C -0.3852 0.5918 0.8445  0.348
C 0.0219 -1.5816 -0.7795  -0.066
N -0.3934 -0.5005 -1.7405  -0.853
N 0.8533 -0.9822 0.3150  -0.677
H 1.2119 3.4396 -0.0735  0.233
H 1.2915 2.4726 1.5201  0.211
H -1.4984 -0.8218 2.0041  0.254
H -1.9751 0.8557 2.1712  0.278
H -0.2087 1.6162 -1.0009  0.268
H -0.8052 -2.2516 -0.5179  0.237
H 0.8331 -2.3224 -1.2062  0.187
H -0.9357 -0.7087 -2.6156  0.418
H 0.4988 -0.1584 -2.0724  0.357
H 0.8522 -1.5505 1.1784  0.429
H 1.7760 -0.5502 0.1279  0.430

Its net charge is +1. For the HOMO-LUMO gap, the calculation gives 0.3405 hartree. The value obtained for the relative energy (zero: lowest compared OMol25 entry of this formula, charge and spin) is 87.75 kcal/mol. Its spin multiplicity is 1. The HOMO energy is -13.80 eV.

=====

Computed, not measured: a cluster of 5 separate species, C10H31NO6 in total at a distorted geometry, with ωB97M-V/def2-TZVPD.

Last column: natural (NBO) charge in e.
Cartesian coordinates (Å):
C 2.1207 0.6863 -0.3546  -0.287
O 1.0647 1.3776 0.4017  -0.769
H 2.4551 -0.3199 -0.0211  0.170
H 1.8368 0.4466 -1.3850  0.153
H 3.0246 1.2610 -0.4648  0.211
H 0.4453 0.7034 0.7268  0.495
C 3.0441 4.6601 -0.6403  -0.262
O 3.3747 3.4516 -1.3196  -0.738
H 2.4998 4.4726 0.3355  0.191
H 4.0145 5.1444 -0.4640  0.165
H 2.4153 5.3622 -1.2427  0.174
H 3.4076 3.6704 -2.2573  0.472
C 0.0281 -2.2070 -1.9687  -0.248
O 0.1029 -2.5867 -0.6319  -0.731
H 0.8462 -2.6247 -2.5741  0.163
H -0.9220 -2.5901 -2.3902  0.179
H 0.0547 -1.0825 -2.0439  0.160
H 0.9968 -2.2711 -0.3625  0.484
C -0.9956 2.4960 -2.5160  -0.261
O 0.2676 3.2238 -2.6537  -0.745
H -1.1133 1.9523 -1.5748  0.181
H -1.8273 3.2114 -2.6061  0.171
H -1.1032 1.8196 -3.4016  0.165
H 0.8277 2.8819 -1.9141  0.486
C -4.0075 -1.5727 -1.3167  -0.241
O -3.1062 -1.3903 -0.2631  -0.552
C -3.0321 -0.0974 0.3040  -0.064
C -2.2648 -0.2955 1.5621  -0.220
N -0.9274 -0.7164 1.4527  -0.681
C -0.3438 -1.2504 2.6789  -0.244
C 1.1708 -1.1235 2.7101  -0.076
O 1.7659 -2.0688 1.7894  -0.581
C 1.9256 -3.3923 2.2925  -0.250
H -5.0740 -1.5298 -0.9079  0.161
H -3.7077 -2.5290 -1.7019  0.196
H -3.9840 -0.8148 -2.0987  0.165
H -4.0251 0.3243 0.5623  0.169
H -2.6174 0.6052 -0.3984  0.168
H -2.9380 -0.9618 2.1919  0.163
H -2.3039 0.6472 2.1067  0.185
H -0.8769 -1.4160 0.7116  0.411
H -0.8202 -2.2774 2.8854  0.189
H -0.6256 -0.5489 3.5150  0.195
H 1.5809 -1.4287 3.6621  0.172
H 1.4904 -0.1267 2.4325  0.214
H 2.5058 -3.3411 3.1965  0.170
H 2.4144 -3.9836 1.4774  0.198
H 0.9347 -3.8507 2.4787  0.171

For the HOMO-LUMO gap, the calculation gives 0.3620 hartree. The value obtained for the relative energy (zero: lowest compared OMol25 entry of this formula, charge and spin) is 63.18 kcal/mol. Its spin multiplicity is 1. Its SMILES is COCCNCCOC.CO.CO.CO.CO. The HOMO energy is -8.99 eV.

=====

Computed, not measured: a structure of composition C4H10O2 at a distorted geometry, with ωB97M-V/def2-TZVPD.

Last column: natural (NBO) charge in e.
Cartesian coordinates (Å):
C -0.7804 1.6058 0.1343  -0.647
C -0.2973 0.2212 0.6215  -0.012
O -1.3852 -0.7129 0.8456  -0.732
C 0.5924 -0.6798 -0.2816  0.651
C 2.0633 -0.7180 -0.1181  -0.707
O 0.0251 -1.6524 -0.7808  -0.511
H -1.3731 1.5573 -0.7724  0.278
H 0.0701 2.2736 -0.0534  0.223
H -1.4179 2.0456 0.9157  0.221
H 0.2846 0.4699 1.5403  0.207
H -2.5739 -0.2884 0.1390  0.369
H -1.1504 -0.0991 -2.4539  -0.624
H 2.5564 0.2334 -0.2921  0.246
H 2.1309 -0.9795 0.9507  0.251
H 2.5218 -1.5303 -0.6846  0.255
H -1.0140 -1.5339 -0.0009  0.530

For the HOMO-LUMO gap (spin up / spin down), the calculation gives 0.1946 / 0.1947 hartree. The value obtained for the relative energy (zero: lowest compared OMol25 entry of this formula, charge and spin) is 190.09 kcal/mol. Its spin multiplicity is 1. The HOMO energy (spin up / spin down) is -6.06 / -6.06 eV.

=====

Q: Which formula does entry 6 have?
A: C5H11N2

=====

Q: What is the relative energy (zero: lowest compared OMol25 entry of this formula, charge and spin) in the fourth record?
A: 14.72 kcal/mol

=====

Q: Among the records above, which one has the highest relative energy (zero: lowest compared OMol25 entry of this formula, charge and spin)?
A: C4H10O2

=====

Q: Which value of relative energy (zero: lowest compared OMol25 entry of this formula, charge and spin) does entry 2 give?
A: 0.00 kcal/mol